14
Properties=species:S:1:pos:R:3 method="wB97M-V/def2-TZVPD" total_charge=+1 e_homo_ev=-14.91 spin_multiplicity=1 smiles=[NH3+]CC[SiH](Cl)Cl relative_energy_kj_mol=128.3
Cl -2.90 1.85 0.35
Cl -1.61 -1.29 0.74
Si -1.88 0.30 -0.57
N 1.17 -0.96 0.96
C 1.30 0.36 0.29
C -0.06 0.54 -1.01
H -2.82 0.01 -1.75
H 0.89 -0.79 1.99
H 0.23 1.45 -1.43
H 2.15 0.43 -0.32
H 1.17 1.19 0.93
H 0.18 -1.17 0.58
H 1.94 -1.61 0.87
H 0.24 -0.31 -1.64

=====

82
Properties=species:S:1:pos:R:3 method="wB97M-V/def2-TZVPD" e_homo_ev=-10.10 spin_multiplicity=1 smiles="CC(C)CN(CB(O)O)S(=O)(=O)F.CCOC(=O)C(F)(F)F.CCOC(=O)C(F)(F)F.CCOC(=O)C(F)(F)F.CCOC(=O)C(F)(F)F" relative_energy_kj_mol=64.4
S 3.48 -4.08 2.58
F 3.78 -3.46 -5.19
F 2.07 -2.94 -3.96
F -1.14 6.15 5.52
F -1.16 3.78 -7.73
F -0.04 3.61 -5.89
F 0.93 5.74 5.06
F 3.32 -5.53 2.07
F -4.21 -0.27 0.39
F -3.19 1.61 0.07
F -0.02 7.52 4.26
F -0.89 5.52 -6.47
F -3.39 0.17 -1.55
F 1.90 -4.49 -5.47
O -1.69 -1.05 1.13
O 3.31 -3.23 1.47
O -2.22 4.03 -4.41
O -0.90 0.07 -0.66
O 1.94 -0.12 3.82
O 1.52 -2.50 -7.28
O 4.72 -4.06 3.23
O 0.10 4.71 2.70
O -3.41 3.54 -6.25
O -1.88 5.75 2.99
O 2.35 -1.04 -5.79
O 3.73 -1.44 4.47
N 2.21 -3.96 3.58
C 0.59 0.44 -6.60
C -1.10 4.19 -6.47
C -2.40 3.86 -5.72
C 2.05 0.06 -6.67
C 0.04 -5.41 4.72
C -0.20 6.23 4.56
C 1.22 -5.05 5.63
C 2.03 -2.24 -6.23
C 1.58 -2.62 3.58
C -0.63 5.45 3.30
C 0.81 -4.09 6.79
C 0.62 -1.82 -0.93
C -3.57 2.30 -3.36
C -3.36 3.78 -3.57
C -3.17 0.29 -0.23
C -2.82 3.70 2.06
C -2.40 5.13 1.80
C 2.44 -3.30 -5.19
C 2.47 -4.52 4.91
C -1.84 -0.34 0.18
C 0.44 -0.42 -0.41
B 2.47 -1.37 3.98
H 2.36 -0.18 -7.69
H 0.39 1.32 -7.22
H 1.52 -5.97 6.12
H 2.67 0.89 -6.33
H 0.67 -0.34 0.65
H 4.19 -0.64 4.19
H 0.00 -6.46 4.48
H 3.14 -5.36 4.76
H -0.04 -0.37 -6.96
H -4.39 2.13 -2.66
H 0.77 -2.67 4.31
H -3.53 3.66 2.89
H -3.26 5.72 1.50
H 1.12 -2.41 2.62
H 3.00 -3.84 5.57
H -0.03 -4.82 3.81
H 0.36 -1.87 -1.99
H -0.23 -4.25 7.04
H -1.96 3.08 2.35
H 1.38 -4.39 7.66
H -3.15 4.27 -2.63
H 1.66 -2.14 -0.81
H 0.98 -0.16 3.70
H -0.88 -5.21 5.27
H -3.28 3.26 1.18
H -4.25 4.26 -4.00
H 1.11 0.26 -0.93
H -1.67 5.19 0.99
H 1.03 -3.07 6.53
H -2.67 1.85 -2.96
H -0.02 -2.53 -0.41
H -3.80 1.79 -4.29
H 0.30 0.66 -5.58

=====

84
Properties=species:S:1:pos:R:3 method="wB97M-V/def2-TZVPD" total_charge=+2 e_homo_ev="-13.41 / -13.40" spin_multiplicity=2
Cd -1.36 -2.39 0.39
O -1.93 4.15 -0.50
O 3.10 1.48 -4.65
O 3.57 -2.22 3.89
O 0.20 -1.21 -0.38
O -2.73 -0.86 -0.24
O -0.66 3.16 3.67
O -0.94 -1.33 2.35
O 0.04 -1.86 -3.15
O -0.23 -4.23 0.18
N 0.43 -0.35 4.46
N -1.93 -3.11 -1.57
N 0.24 3.05 -3.21
C 0.71 -4.80 1.10
C 0.52 1.12 4.36
C -1.83 3.73 3.06
C 4.38 -2.47 2.76
C 1.50 -0.74 -0.15
C -0.64 -5.21 -0.78
C -0.69 1.75 3.63
C -2.77 5.25 -0.33
C -1.43 4.11 -1.80
C 1.66 -1.05 4.82
C 2.21 2.55 -4.41
C -3.25 -2.55 -1.78
C -3.18 -1.02 -1.60
C 2.63 -1.15 3.62
C -2.64 0.52 0.11
C 4.23 1.94 -5.36
C -1.83 -4.57 -1.67
C 1.20 1.98 -3.43
C -0.33 3.02 -1.88
H 0.74 -1.52 -3.70
H 0.16 -5.65 -1.36
H 0.74 1.08 -3.83
H -3.57 -2.79 -2.79
H -2.52 -0.58 -2.35
H -2.79 3.40 3.45
H 1.77 2.83 -5.37
H -0.46 2.85 -3.90
H 0.86 -4.04 1.87
H -0.23 -0.56 5.19
H -2.79 -4.99 -1.36
H 3.19 -0.23 3.47
H 0.62 1.48 5.38
H -3.60 1.02 -0.04
H -2.42 0.66 1.17
H 4.84 -1.56 2.37
H 0.36 -1.76 -2.25
H 0.50 3.25 -1.21
H 1.50 0.18 0.43
H 1.64 -4.99 0.56
H -1.65 -1.62 2.93
H 1.41 1.49 3.85
H 0.34 -5.68 1.62
H -0.60 2.01 -1.56
H -1.06 -6.10 -0.31
H -0.34 -0.86 2.94
H -0.66 1.36 2.61
H -2.31 3.94 -2.42
H 4.71 2.74 -4.80
H 2.10 -1.45 0.42
H -4.19 -0.62 -1.71
H -1.58 1.34 4.11
H 2.05 -0.55 -1.08
H 2.05 -1.43 2.74
H -0.94 5.04 -2.07
H -4.03 -2.92 -1.11
H -1.88 1.09 -0.43
H -1.71 3.48 2.01
H -1.75 -4.86 -2.72
H 1.70 1.75 -2.49
H -3.14 5.25 0.69
H -2.31 6.21 -0.54
H -3.67 5.17 -0.94
H -1.86 4.81 3.17
H 2.61 3.48 -4.01
H 4.95 1.12 -5.36
H -1.41 -2.68 -2.32
H 1.60 -2.03 5.29
H 3.80 2.35 -6.27
H 3.72 -2.86 1.98
H 2.16 -0.45 5.58
H 5.09 -3.26 2.99

=====

58
Properties=species:S:1:pos:R:3 method="wB97M-V/def2-TZVPD" total_charge=+2 e_homo_ev="-12.96 / -13.67" spin_multiplicity=2 relative_energy_kj_mol=1069.5
Ir -0.95 -2.20 1.16
S -0.17 0.28 0.21
S 0.79 5.65 -0.08
Si 1.36 1.11 -3.07
O -1.84 -2.05 3.00
N 1.55 4.63 0.89
N -0.10 -2.17 -0.69
N 0.47 -0.69 1.40
N -1.67 -0.30 0.53
N -2.31 -3.02 4.96
N -0.69 5.01 -0.12
C 0.35 1.23 -4.62
C -2.88 0.16 0.14
C -3.31 1.41 -0.29
C 2.37 0.57 2.48
C -1.38 2.15 1.90
C -0.66 3.95 0.67
C 1.07 -1.70 -3.13
C 3.18 0.92 -3.34
C -0.96 -4.19 1.73
C 1.03 2.59 -1.99
C -1.71 2.93 0.79
C -1.07 -4.28 3.26
C -1.77 -3.07 3.76
C 0.23 -0.91 -1.09
C 0.66 3.73 1.28
C -2.68 2.65 -0.17
C 0.15 -3.19 -1.51
C 0.94 2.52 2.04
C 1.51 -0.51 2.23
C -0.28 1.94 2.36
C 2.19 1.93 2.27
C 0.82 -0.59 -2.30
C 0.74 -2.98 -2.75
H -2.96 3.45 -0.85
H 1.54 -1.54 -4.09
H -1.89 -4.56 1.26
H -2.26 -3.81 5.58
H -0.72 1.25 -4.40
H -0.03 2.73 -1.76
H 3.06 2.58 2.28
H 1.79 -1.44 2.71
H -0.14 -4.80 1.36
H 3.31 0.25 2.91
H -2.77 -2.18 5.27
H 3.42 0.09 -4.00
H -1.58 -5.19 3.59
H 1.37 3.48 -2.54
H -3.62 -0.63 0.13
H -0.07 -4.29 3.71
H 1.60 2.56 -1.05
H 0.59 2.15 -5.16
H -0.13 -4.17 -1.16
H 0.94 -3.83 -3.39
H 3.71 0.77 -2.39
H 0.53 0.40 -5.30
H 3.59 1.83 -3.80
H -4.26 1.39 -0.82